(1)
This record from the OMol25 dataset describes a 8-piece molecular cluster, C24H28F2N6 overall at a distorted geometry. The level of theory is ωB97M-V/def2-TZVPD.

Geometry as XYZ:
```
60
C24H28F2N6 | the OMol25 dataset | ωB97M-V/def2-TZVPD
F 0.205 3.197 -1.861
F -0.621 -2.206 4.967
N 1.659 0.840 -5.006
N 2.596 -2.876 -6.192
N 0.163 6.018 -3.514
N 3.283 -2.289 1.508
N -4.734 -0.400 2.891
N -2.275 4.277 2.544
C -0.410 1.967 0.061
C -4.633 4.103 1.410
C 3.765 -3.846 -0.540
C -0.368 0.786 0.751
C 1.058 -3.306 3.761
C -0.049 -4.358 5.650
C 0.727 -5.493 5.493
C -0.281 6.090 -2.459
C 3.474 -2.999 0.623
C 2.141 -2.598 -5.175
C -4.333 -0.255 1.831
C -3.763 -0.018 0.524
C 0.244 2.051 -1.161
C 1.023 -0.220 -0.920
C 1.276 1.924 -4.981
C 1.863 -4.448 3.609
C 0.343 -0.318 0.305
C 1.553 -2.262 -3.871
C -3.313 4.206 2.065
C 0.901 0.955 -1.675
C 0.750 3.269 -4.928
C 0.158 -3.289 4.803
C -0.819 6.170 -1.119
C 1.704 -5.503 4.485
H -3.098 -0.855 0.302
H -0.798 -4.319 6.429
H -0.380 7.028 -0.618
H -0.950 2.829 0.437
H 3.546 -4.896 -0.347
H 0.461 -1.247 0.843
H -0.808 0.693 1.739
H -0.089 3.316 -4.236
H 1.506 0.997 -2.573
H 1.492 3.950 -4.513
H 1.207 -2.468 3.096
H -3.203 0.916 0.481
H 4.805 -3.839 -0.851
H -4.507 3.397 0.590
H 2.593 -4.574 2.825
H 0.651 -1.671 -4.008
H 1.240 -3.215 -3.440
H 2.313 -6.399 4.462
H -1.906 6.137 -1.182
H 0.442 3.629 -5.906
H 0.695 -6.318 6.189
H -5.353 3.653 2.093
H -4.461 0.056 -0.311
H -5.017 5.067 1.097
H -0.555 5.249 -0.597
H 3.069 -3.475 -1.293
H 2.286 -1.718 -3.284
H 1.534 -1.090 -1.303
```

The value obtained for the HOMO energy is -9.16 eV. Its charge is 0. Its orbital gap is 9.26 eV. As for the energy above the lowest of the compared OMol25 structures with the same formula, charge and spin: 0.485 eV. The calculation puts the electronic energy at -1459.508782 Ha. The SMILES is Fc1ccccc1.Fc1ccccc1.CC#N.CC#N.CC#N.CC#N.CC#N.CC#N.

Atomic partial charges in e from the natural (NBO) method, atoms 1 to 2: number 1, F, carries -0.348; number 2, F, carries -0.325

(2)
This record from the OMol25 dataset describes CH3O4P as an isolated structure at a distorted geometry. The level of theory is ωB97M-V/def2-TZVPD.

Geometry as XYZ:
```
9
CH3O4P | the OMol25 dataset | ωB97M-V/def2-TZVPD
P -1.849 -0.583 0.059
O -2.664 0.338 -1.091
O -2.907 1.348 -0.051
O -2.163 -1.993 0.111
O -2.765 0.530 1.068
C -0.117 -0.090 -0.102
H -0.172 0.837 -0.737
H 0.216 0.296 0.794
H 0.440 -1.023 -0.244
```

The value obtained for the HOMO energy is -10.57 eV. Its charge is 0. Its orbital gap is 11.11 eV. As for the energy above the lowest of the compared OMol25 structures with the same formula, charge and spin: 6.025 eV. The calculation puts the electronic energy at -682.072862 Ha.

Atomic partial charges in e from the natural (NBO) method, atoms 1 to 2: number 1, P, carries 2.225; number 2, O, carries -0.513

(3)
This record from the OMol25 dataset describes C48H48BiFN4O2Si2 as an isolated structure. The level of theory is ωB97M-V/def2-TZVPD.

Geometry as XYZ:
```
106
C48H48BiFN4O2Si2 | the OMol25 dataset | ωB97M-V/def2-TZVPD
Bi 0.373 -0.923 0.891
Si -1.661 -3.707 -0.399
Si -2.535 -0.159 2.317
F 1.914 -3.351 1.699
O -0.012 2.158 2.670
O 3.139 1.531 -0.539
N 2.388 3.434 0.508
N 1.317 1.477 0.920
N -0.754 -3.089 0.931
N -1.637 0.052 0.844
C -1.620 5.958 1.585
C 0.727 -1.085 -1.209
C 2.358 2.067 0.216
C 2.503 4.379 5.267
C 0.951 -3.953 2.448
C 5.691 -0.404 -4.502
C 1.820 3.920 4.148
C 3.866 -0.685 -2.932
C -3.043 2.672 -2.188
C 2.283 4.208 2.867
C -0.532 -4.762 -1.449
C -0.573 -2.222 -4.475
C 1.702 -1.718 -3.568
C -0.729 4.942 1.907
C 3.040 -1.300 -3.905
C 4.891 -0.988 -5.481
C -3.458 1.190 -0.330
C -1.688 2.383 -2.066
C 1.276 -3.447 -5.360
C -3.110 -4.849 0.050
C 1.519 3.756 1.611
C -0.958 -3.908 -6.161
C 3.602 -1.417 -5.200
C 0.838 2.363 1.808
C 0.496 4.846 1.254
C 0.815 -2.454 -4.476
C -0.896 -5.304 3.938
C -3.922 2.057 -1.309
C -1.289 -4.580 2.823
C -0.385 -3.852 2.013
C -3.226 1.433 3.034
C -1.439 -2.934 -5.290
C -2.426 -2.333 -1.395
C 0.437 -5.343 4.330
C 3.653 5.143 5.130
C -1.464 -0.883 3.669
C 0.412 -4.152 -6.186
C 0.810 5.788 0.281
C 1.365 -4.651 3.562
C 1.177 -1.389 -2.313
C -2.086 0.911 -0.167
C -1.217 1.526 -1.086
C 4.115 5.446 3.857
C -1.297 6.898 0.617
C -3.958 -1.369 2.108
C 5.146 -0.254 -3.226
C 3.432 4.983 2.740
C -0.075 6.809 -0.035
H 0.810 -4.921 -6.841
H 5.729 0.219 -2.442
H -0.975 2.830 -2.750
H 3.238 3.927 0.303
H -2.503 -2.726 -5.247
H 1.743 5.704 -0.264
H -3.699 -5.027 -0.857
H -2.402 2.134 3.190
H -0.962 -1.467 -3.802
H 0.313 -4.163 -1.803
H 5.010 6.043 3.730
H 0.926 3.320 4.256
H -1.633 -4.464 -6.801
H -2.757 -5.818 0.416
H -0.136 -5.589 -0.846
H -2.896 -2.753 -2.292
H -2.580 6.002 2.085
H 0.184 7.525 -0.807
H 0.750 -5.893 5.209
H 3.006 -1.834 -6.001
H 3.810 5.243 1.758
H -2.078 -0.955 4.574
H -3.782 -4.423 0.801
H 3.465 -0.523 -1.937
H -3.682 1.209 4.006
H -0.157 1.319 -1.041
H 2.133 4.131 6.255
H 2.334 -3.681 -5.370
H -3.565 -2.296 1.680
H -3.977 1.917 2.408
H 2.423 -4.655 3.798
H -0.607 -0.238 3.887
H -1.998 7.685 0.362
H -4.405 -1.607 3.082
H -0.990 4.198 2.648
H 6.697 -0.070 -4.727
H -4.989 2.238 -1.391
H -4.753 -1.005 1.450
H -2.337 -4.532 2.560
H 4.186 5.497 6.005
H -1.036 -5.183 -2.326
H -1.105 -1.892 3.440
H -1.646 -5.829 4.520
H -3.404 3.346 -2.956
H 5.273 -1.099 -6.492
H -4.178 0.692 0.305
H -1.678 -1.602 -1.715
H -3.188 -1.801 -0.818
```

The value obtained for the HOMO energy is -0.45 eV. Its charge is -2. Its orbital gap is 4.43 eV. As for the energy above the lowest of the compared OMol25 structures with the same formula, charge and spin: 0.000 eV. The calculation puts the electronic energy at -3121.046094 Ha.

Atomic partial charges in e from the Löwdin method, atoms 1 to 2: number 1, Bi, carries 1.730; number 2, Si, carries 0.345

(4)
This record from the OMol25 dataset describes a 8-piece molecular cluster, C39H50N10O2 overall at a distorted geometry. The level of theory is ωB97M-V/def2-TZVPD.

Geometry as XYZ:
```
101
C39H50N10O2 | the OMol25 dataset | ωB97M-V/def2-TZVPD
O 1.642 -1.439 0.506
O 3.443 -1.366 -0.855
N -2.737 0.864 2.813
N 1.334 5.772 -4.779
N -2.535 8.574 -4.401
N -6.330 9.683 -5.646
N -1.742 -2.975 4.264
N -2.766 2.984 0.553
N 2.788 -1.557 4.921
N -0.776 -3.806 -0.476
N 4.694 -7.231 0.622
N 1.371 -10.570 4.783
C -6.978 10.152 -6.757
C -2.253 -2.514 0.887
C 1.783 -2.234 5.561
C -2.324 4.266 0.383
C 3.260 4.814 -4.256
C 2.359 -3.031 6.512
C -6.199 9.869 -7.846
C -1.676 -2.926 -0.430
C -4.143 3.937 -0.895
C 1.212 -0.078 0.557
C 3.004 -1.527 0.258
C -0.295 -0.111 0.551
C -0.801 -0.641 1.903
C -2.404 6.395 -4.029
C 1.232 4.464 -5.159
C 3.837 -1.866 1.457
C 4.083 -8.473 2.346
C -1.935 0.137 2.377
C -0.722 -10.664 5.494
C -2.710 7.598 -3.454
C -2.020 6.656 -5.373
C -3.876 2.776 -0.218
C -3.156 4.884 -0.512
C -5.034 9.206 -7.372
C 5.502 -8.386 2.328
C 3.765 -2.830 6.442
C 2.564 5.994 -4.224
C 3.435 -3.255 1.958
C -2.106 8.009 -5.570
C -1.142 -2.136 1.873
C -0.250 -9.332 5.642
C -1.516 -2.543 3.220
C -5.141 9.109 -6.010
C 5.848 -7.615 1.251
C 0.299 -11.402 4.960
C 1.043 -9.305 5.192
C 3.999 -1.917 5.450
C 2.414 3.841 -4.852
C 3.615 -7.753 1.281
H -0.657 0.883 0.334
H 0.332 4.089 -5.615
H 3.875 -4.063 1.392
H -0.263 -2.713 1.620
H 2.612 -7.566 0.937
H 2.837 6.968 -3.856
H 6.810 -7.307 0.881
H 1.587 0.404 1.459
H 1.832 -3.687 7.183
H -4.378 1.824 -0.219
H -1.906 8.614 -6.437
H 3.713 -3.403 2.992
H -2.025 -2.464 -1.349
H 6.188 -8.838 3.024
H -3.027 -1.763 0.789
H -4.485 8.681 -5.276
H 4.263 4.665 -3.894
H -1.715 5.932 -6.110
H 2.356 -3.305 1.930
H -1.700 -11.036 5.750
H -7.933 10.643 -6.677
H 1.754 -8.500 5.129
H -2.731 -3.401 1.282
H -2.692 9.554 -4.257
H 0.003 -0.516 2.614
H -3.037 7.845 -2.459
H 4.876 -1.775 1.190
H -3.066 5.901 -0.854
H -0.797 -8.490 6.032
H -1.457 4.627 0.910
H 3.476 -9.004 3.059
H 0.753 -2.096 5.276
H -2.347 2.298 1.152
H -0.496 -3.966 -1.437
H -6.436 10.109 -8.868
H 3.581 -1.136 2.217
H -4.955 4.091 -1.586
H 1.602 0.486 -0.282
H 2.259 -10.845 4.410
H -0.580 -0.741 -0.281
H 0.356 -12.443 4.693
H 2.657 -0.898 4.179
H -6.675 9.750 -4.707
H 4.647 -6.654 -0.197
H 0.612 6.463 -4.888
H 4.516 -3.304 7.050
H -2.446 5.435 -3.542
H -4.211 8.841 -7.965
H 2.645 2.805 -5.032
H 4.916 -1.494 5.077
```

The value obtained for the HOMO energy is -8.18 eV. Its charge is 0. Its orbital gap is 8.37 eV. The calculation puts the electronic energy at -2214.025007 Ha. The SMILES is [H]/N=C/C[C@H](C#N)[C@H](C#N)CCOC(=O)CC.c1cc[nH]c1.c1cc[nH]c1.c1cc[nH]c1.c1cc[nH]c1.c1cc[nH]c1.c1cc[nH]c1.c1cc[nH]c1.

Atomic partial charges in e from the Löwdin method, atoms 1 to 2: number 1, O, carries -0.046; number 2, O, carries 0.146

(5)
This record from the OMol25 dataset describes C4H6S as an isolated structure at a distorted geometry. The level of theory is ωB97M-V/def2-TZVPD.

Geometry as XYZ:
```
11
C4H6S | the OMol25 dataset | ωB97M-V/def2-TZVPD
S -1.918 -0.381 -0.154
C 1.437 -1.087 -0.117
C 1.819 1.274 0.036
C 0.895 0.208 0.175
C -0.494 0.513 0.287
H 1.991 -1.909 1.093
H 0.381 -1.355 -0.813
H 2.617 -0.833 -0.888
H -0.662 1.565 0.444
H 2.723 0.867 -0.055
H 1.700 2.312 0.395
```

The value obtained for the HOMO energy is -8.85 eV. Its charge is 0. Its orbital gap is 7.46 eV. As for the energy above the lowest of the compared OMol25 structures with the same formula, charge and spin: 5.545 eV. The calculation puts the electronic energy at -553.968393 Ha.

Atomic partial charges in e from the natural (NBO) method, atoms 1 to 2: number 1, S, carries -0.025; number 2, C, carries -0.623

(6)
This record from the OMol25 dataset describes C14H26AlF6N3O3P as an isolated structure at a distorted geometry. The level of theory is ωB97M-V/def2-TZVPD.

Geometry as XYZ:
```
54
C14H26AlF6N3O3P | the OMol25 dataset | ωB97M-V/def2-TZVPD
P -6.476 -1.464 0.744
Al 3.892 -1.393 5.965
F -6.471 -1.010 -0.821
F -7.153 -1.249 2.207
F -6.061 0.070 1.090
F -6.260 -2.997 1.228
F -4.865 -1.693 0.524
F -7.938 -1.948 0.231
O 2.603 3.206 -5.226
O 1.110 3.688 -6.697
O 0.504 2.440 -4.913
N 3.132 0.248 1.248
N 1.264 -0.655 0.168
N 1.779 -1.207 2.386
C -1.755 -2.610 1.139
C 3.009 2.576 -4.013
C 1.411 0.057 -1.115
C 0.790 -0.502 3.278
C -0.385 -1.446 3.637
C 3.129 -1.424 2.935
C 0.937 2.584 -0.561
C -0.220 3.628 -7.214
C 4.065 -0.459 2.182
C 1.314 1.500 -0.929
C -1.738 -0.964 3.113
C 1.325 3.052 -5.551
C 2.029 -0.540 1.202
C -1.910 -1.155 1.597
H -0.465 -1.443 4.724
H 2.383 -0.182 -1.546
H -0.224 4.187 -8.144
H -1.833 0.108 3.291
H 3.606 0.300 0.351
H 3.236 -1.563 4.039
H -2.578 -1.440 3.615
H 1.293 -0.151 4.174
H -2.561 -2.848 0.443
H 4.765 0.171 2.721
H 2.861 1.494 -4.077
H -1.143 -0.524 1.129
H 4.673 -1.090 1.539
H 3.404 -2.409 2.556
H -0.153 -2.461 3.329
H 0.389 0.375 2.772
H 0.480 -1.292 0.243
H -0.507 2.587 -7.408
H 2.460 2.988 -3.164
H 0.543 3.506 -0.234
H -0.923 4.089 -6.514
H -2.854 -0.726 1.253
H -0.834 -2.789 0.577
H -1.739 -3.291 1.984
H 0.615 -0.280 -1.763
H 4.067 2.783 -3.882
```

The value obtained for the HOMO energy is -17.45 eV. Its charge is +3. Its orbital gap is 1.37 eV. As for the energy above the lowest of the compared OMol25 structures with the same formula, charge and spin: 0.000 eV. The calculation puts the electronic energy at -2120.637743 Ha.

Atomic partial charges in e from the natural (NBO) method, atoms 1 to 2: number 1, P, carries 2.581; number 2, Al, carries 1.025

(7)
This record from the OMol25 dataset describes a 2-piece molecular cluster, C30H32N2O2 overall at a distorted geometry. The level of theory is ωB97M-V/def2-TZVPD.

Geometry as XYZ:
```
66
C30H32N2O2 | the OMol25 dataset | ωB97M-V/def2-TZVPD
O 2.635 -0.105 1.065
O 1.940 1.817 2.089
N -0.118 -1.014 1.601
N 1.403 -1.431 -3.080
C 3.263 2.387 2.133
C 1.775 0.555 1.608
C 3.108 3.693 2.878
C 0.346 2.462 -0.430
C -4.605 1.302 2.551
C -4.815 -0.085 2.576
C -1.648 -2.832 1.247
C 2.545 -1.646 -5.171
C -2.489 -0.492 1.899
C -0.706 3.280 0.052
C 1.734 -2.924 -4.909
C 1.103 0.339 -1.480
C -0.665 -3.801 1.508
C -1.383 -1.421 1.584
C -3.758 -0.962 2.326
C 1.067 -2.769 -3.539
C 0.889 -0.966 -1.947
C -2.863 -3.257 0.667
C -2.238 -5.564 0.975
C -3.337 1.793 2.216
C -0.960 -5.161 1.384
C 1.580 3.103 -0.696
C 2.247 -0.677 -4.003
C -3.156 -4.608 0.530
C 1.740 4.478 -0.556
C 0.195 1.032 -0.674
C 0.709 5.247 -0.007
C -0.510 4.634 0.318
C 0.360 0.174 1.842
C -2.336 0.905 1.819
H -0.204 -5.903 1.643
H 3.628 2.540 1.107
H 2.368 -3.812 -4.912
H -0.800 0.590 -0.507
H 0.964 -3.063 -5.671
H 2.679 4.946 -0.861
H 2.255 4.291 2.516
H -2.511 -6.617 0.973
H -5.415 1.997 2.790
H 2.423 2.518 -1.062
H -3.126 2.867 2.244
H 2.268 -1.181 -6.123
H 2.952 3.475 3.946
H 3.618 -1.867 -5.209
H 1.746 0.232 -4.381
H -1.410 1.335 1.441
H 2.018 0.835 -1.836
H 0.877 6.303 0.215
H 3.186 -0.348 -3.528
H 0.318 -3.473 1.838
H -3.589 -2.514 0.346
H 1.439 -3.518 -2.824
H 4.024 4.283 2.762
H -5.805 -0.481 2.808
H -0.027 -2.889 -3.594
H -3.916 -2.031 2.455
H 3.931 1.695 2.667
H -0.040 0.787 2.672
H -1.699 2.848 0.202
H -4.116 -4.914 0.115
H -1.318 5.220 0.770
H 0.232 -1.640 -1.377
```

The value obtained for the HOMO energy is -5.73 eV. Its charge is 0. Its orbital gap is 4.74 eV. As for the energy above the lowest of the compared OMol25 structures with the same formula, charge and spin: 0.698 eV. The calculation puts the electronic energy at -1422.250678 Ha.

Atomic partial charges in e from the natural (NBO) method, atoms 1 to 2: number 1, O, carries -0.654; number 2, O, carries -0.548

(8)
This record from the OMol25 dataset describes a single C22H20F2N2O5S2 molecule at a distorted geometry. The level of theory is ωB97M-V/def2-TZVPD.

Geometry as XYZ:
```
53
C22H20F2N2O5S2 | the OMol25 dataset | ωB97M-V/def2-TZVPD
S 0.890 2.375 -2.997
S 0.693 -1.161 -1.080
F -2.292 -2.507 3.771
F -7.826 0.547 -3.321
O 1.945 -0.560 -0.675
O 4.812 0.394 1.527
O 0.693 2.065 -0.071
O 0.800 -2.307 -1.935
O -1.570 1.551 -2.896
N 2.888 1.880 0.417
N -1.679 -0.375 -1.829
C -5.744 1.606 -3.597
C 4.378 -0.961 1.569
C 4.023 1.131 2.434
C -2.358 0.544 -2.451
C -3.782 0.557 -2.682
C -1.614 -2.199 2.650
C -0.377 0.021 -1.863
C -0.603 -0.559 1.249
C 2.275 1.990 -1.895
C 3.713 -1.180 2.942
C 3.823 0.189 3.625
C -1.303 -0.871 2.402
C -0.236 -1.577 0.390
C 1.850 1.964 -0.429
C -0.314 1.229 -2.519
C -5.925 -0.502 -2.414
C -0.552 -2.897 0.638
C -4.381 1.607 -3.380
C -4.562 -0.496 -2.200
C 2.674 1.524 1.804
C -1.253 -3.222 1.787
C -6.497 0.550 -3.110
H 2.692 1.019 -2.161
H -3.771 2.417 -3.748
H -1.611 -0.109 3.099
H -0.347 0.463 1.011
H 3.787 1.570 0.064
H 5.265 -1.580 1.423
H 2.943 0.445 4.210
H -6.549 -1.305 -2.052
H 4.594 2.031 2.680
H -1.522 -4.240 2.019
H 3.012 2.774 -2.073
H 2.232 2.371 2.337
H 4.218 -1.955 3.514
H -0.249 -3.647 -0.075
H 2.671 -1.474 2.816
H 4.701 0.225 4.270
H 1.976 0.681 1.851
H -6.228 2.406 -4.134
H 3.672 -1.147 0.752
H -4.077 -1.296 -1.665
```

The value obtained for the HOMO energy is -8.12 eV. Its charge is 0. Its orbital gap is 8.48 eV. The calculation puts the electronic energy at -2332.156425 Ha. The SMILES is O=C(CSc1oc(-c2ccc(F)cc2)nc1S(=O)(=O)c1ccc(F)cc1)NC[C@H]1CCCO1.

Atomic partial charges in e from the natural (NBO) method, atoms 1 to 2: number 1, S, carries 0.329; number 2, S, carries 2.208